(1)
The following is a DFT calculation (the ωB97M-V functional and the def2-TZVPD basis) of a structure of composition C5H8O2.

The calculation puts the LUMO energy at 0.6 eV. Its net charge is 0. The energy relative to the best compared isomer or geometry (same formula, charge and spin) comes out at 157.8 kcal/mol. The value obtained for the HOMO energy is -8.57 eV. For the largest force on an atom, the calculation gives 0.37 eV Å⁻¹. The frontier orbital gap comes out at 9.2 eV.

Last column: Mulliken charge in e.
Element x y z (Å)
C -0.362 -1.568 0.384  -0.61
C 1.019 -1.003 0.144  -0.15
O 1.285 -0.049 -0.846  -0.47
C 0.143 0.746 -1.116  -0.46
C -0.315 1.421 0.069  -0.18
O -0.213 0.823 1.268  -0.37
C 0.208 -0.526 1.313  0.03
H -1.195 -1.291 -0.251  0.23
H -0.419 -2.582 0.771  0.28
H 1.880 -1.646 0.304  0.35
H -0.557 0.153 -1.701  0.31
H -0.374 1.850 -1.764  0.14
H -0.278 2.491 0.209  0.42
H -1.270 2.020 -1.253  0.11
H 0.455 -0.782 2.337  0.35

(2)
The following is a DFT calculation (the ωB97M-V functional and the def2-TZVPD basis) of a structure of composition C58H74BrHgN5S3SbSi3 at a distorted geometry.

The calculation puts the LUMO energy (alpha / beta) at 3.9 / 3.9 eV. Its net charge is -2. As for the spin multiplicity: 2. The energy relative to the best compared isomer or geometry (same formula, charge and spin) comes out at 109.3 kcal/mol. The value obtained for the HOMO energy (alpha / beta) is -1.09 / -1.61 eV. For the largest force on an atom, the calculation gives 1.99 eV Å⁻¹. The frontier orbital gap (alpha / beta) comes out at 5.0 / 5.5 eV.

Last column: Löwdin spin population.
Element x y z (Å)
Hg -0.585 0.671 -0.289  0.07
N 2.176 -1.319 -0.348  0.26
S 2.512 -2.862 -0.474  0.05
N 2.952 -3.358 -1.765  0.01
S 1.508 -0.795 -4.273  0.00
N 0.650 0.483 -4.768  0.00
S -0.233 1.126 -3.487  0.00
N 0.079 0.271 -2.237  0.03
C -1.919 0.546 -4.106  0.00
C -2.327 0.723 -5.418  0.00
C -3.630 0.411 -5.781  0.00
C -4.515 -0.103 -4.842  0.00
C -4.098 -0.296 -3.532  0.00
C -2.803 0.039 -3.168  0.00
C -0.462 4.123 -2.682  0.00
C -0.194 4.290 -4.040  0.00
C 0.934 4.971 -4.468  0.00
C 1.816 5.510 -3.541  0.00
C 1.573 5.334 -2.189  0.00
C 0.449 4.636 -1.766  0.00
C 0.316 -2.081 -4.735  0.00
C -0.400 -2.671 -3.705  0.00
C -1.545 -3.399 -3.983  0.00
C -1.978 -3.538 -5.294  0.00
C -1.248 -2.964 -6.326  0.00
C -0.109 -2.227 -6.048  0.00
C 2.548 -0.829 -5.760  0.00
C 2.836 0.382 -6.377  0.00
C 3.692 0.427 -7.467  0.00
C 4.280 -0.738 -7.936  0.00
C 4.001 -1.947 -7.315  0.00
C 3.140 -1.997 -6.228  0.00
C 3.778 -2.919 0.848  0.03
C 3.601 -3.525 2.084  0.01
C 4.515 -3.287 3.103  0.00
C 5.584 -2.429 2.906  0.00
C 5.749 -1.810 1.667  0.00
C 4.856 -2.061 0.646  0.00
C 1.189 -3.972 0.201  0.00
C 0.078 -3.540 0.907  0.00
C -0.965 -4.425 1.151  0.00
C -0.900 -5.732 0.695  0.00
C 0.216 -6.162 -0.015  0.00
C 1.251 -5.277 -0.268  0.00
H -1.616 1.100 -6.144  0.00
H -3.973 0.580 -6.796  0.00
H -5.533 -0.344 -5.125  0.00
H -4.782 -0.698 -2.794  0.00
H -2.472 -0.081 -2.141  0.00
H -0.873 3.872 -4.773  0.00
H 1.116 5.086 -5.531  0.00
H 2.693 6.051 -3.876  0.00
H 2.253 5.749 -1.454  0.00
H 0.286 4.497 -0.707  0.00
H -0.075 -2.513 -2.686  0.00
H -2.121 -3.835 -3.176  0.00
H -2.889 -4.081 -5.516  0.00
H -1.583 -3.072 -7.352  0.00
H 0.434 -1.734 -6.844  0.00
H 2.354 1.270 -5.994  0.00
H 3.905 1.377 -7.944  0.00
H 4.943 -0.703 -8.794  0.00
H 4.467 -2.858 -7.672  0.00
H 2.944 -2.920 -5.708  0.00
H 2.760 -4.189 2.241  0.00
H 4.387 -3.777 4.061  0.00
H 6.285 -2.235 3.709  0.00
H 6.580 -1.134 1.507  0.00
H 4.943 -1.584 -0.323  0.00
H 0.002 -2.516 1.247  0.00
H -1.839 -4.081 1.689  0.00
H -1.731 -6.408 0.859  0.00
H 0.265 -7.179 -0.384  0.00
H 2.111 -5.560 -0.860  0.00
C -3.772 4.029 -3.707  0.00
C -2.954 4.282 -2.474  0.00
C -3.332 5.124 -1.498  0.00
C -2.701 5.078 -0.210  0.00
C -2.006 3.920 0.017  0.00
Br -1.543 3.517 1.862  0.00
N -1.658 2.989 -0.830  0.00
C -1.731 3.405 -2.227  0.00
H -4.629 4.705 -3.734  0.00
H -4.149 3.000 -3.692  0.00
H -3.198 4.159 -4.629  0.00
H -4.189 5.778 -1.636  0.00
H -2.953 5.772 0.575  0.00
H -1.833 2.502 -2.832  0.00
C -5.488 -1.296 0.548  0.00
C -4.449 -1.484 1.662  0.00
C -4.254 -2.979 1.949  0.00
C -4.931 -0.788 2.941  0.00
C -3.181 -0.893 1.203  0.00
C -2.150 -0.422 0.769  0.03
H -6.455 -1.719 0.839  0.00
H -5.151 -1.786 -0.365  0.00
H -5.619 -0.235 0.339  0.00
H -5.202 -3.441 2.241  0.00
H -3.540 -3.113 2.763  0.00
H -3.873 -3.489 1.064  0.00
H -5.904 -1.185 3.244  0.00
H -5.025 0.286 2.779  0.00
H -4.221 -0.951 3.751  0.00
C 2.520 -2.126 4.222  0.01
Si 2.720 -0.303 4.712  0.00
C 3.064 -0.356 6.598  0.00
C 4.359 0.262 3.927  0.00
Sb 0.851 1.069 3.564  0.01
Si 1.354 3.283 4.799  0.00
C -0.130 4.430 5.100  0.00
C 2.549 4.185 3.624  0.00
C 2.297 3.235 6.466  0.00
Si -1.057 0.160 5.035  0.00
C -2.616 1.236 4.934  0.00
C -0.768 -0.114 6.912  0.00
C -1.516 -1.541 4.330  0.00
H 3.403 -2.710 4.480  0.00
H 2.379 -2.211 3.144  0.00
H 1.658 -2.581 4.714  0.00
H 3.928 -0.986 6.813  0.00
H 2.212 -0.760 7.144  0.00
H 3.269 0.635 7.000  0.00
H 5.186 -0.397 4.194  0.00
H 4.621 1.276 4.235  0.00
H 4.267 0.252 2.840  0.00
H -0.448 4.875 4.159  0.00
H 0.100 5.230 5.804  0.00
H -0.982 3.872 5.488  0.00
H 2.072 4.321 2.652  0.00
H 3.453 3.594 3.465  0.00
H 2.845 5.167 3.995  0.00
H 1.728 2.709 7.234  0.00
H 2.504 4.242 6.830  0.00
H 3.252 2.723 6.348  0.00
H -2.457 2.215 5.384  0.00
H -3.463 0.766 5.437  0.00
H -2.885 1.398 3.891  0.00
H -0.401 0.791 7.397  0.00
H -0.037 -0.905 7.084  0.00
H -1.696 -0.406 7.407  0.00
H -1.789 -1.438 3.278  0.00
H -2.359 -1.989 4.861  0.00
H -0.679 -2.238 4.391  0.00
C 1.688 -0.603 0.663  0.38
H 2.238 0.310 0.899  0.04
H 1.251 -1.100 1.537  0.03

(3)
The following is a DFT calculation (the ωB97M-V functional and the def2-TZVPD basis) of a cluster of 12 separate species, C33H61N5O21 in total at a distorted geometry.

The calculation puts the LUMO energy at 0.3 eV. Its net charge is 0. Its structure (SMILES) is COC(=O)OC.COC(=O)OC.COC(=O)OC.COC(=O)OC.COC(=O)OC.COC(=O)OC.COC(=O)OC.CCCC#N.CC#N.CC#N.CC#N.CC#N. The value obtained for the HOMO energy is -10.23 eV. For the largest force on an atom, the calculation gives 5.04 eV Å⁻¹. The frontier orbital gap comes out at 10.6 eV.

Last column: Mulliken charge in e.
Element x y z (Å)
C 2.316 3.251 -5.218  -0.43
O 3.232 4.316 -4.780  -0.36
C 2.831 4.852 -3.690  0.98
O 1.708 4.631 -3.148  -0.64
O 3.674 5.716 -3.218  -0.36
C 3.200 6.435 -2.059  -0.56
H 1.370 3.701 -5.531  0.31
H 2.044 2.574 -4.405  0.02
H 2.868 2.714 -5.967  0.28
H 2.866 5.740 -1.277  0.19
H 2.326 7.044 -2.331  0.30
H 3.983 7.102 -1.787  0.23
C -6.458 -0.850 -3.002  -0.60
O -5.072 -0.192 -2.951  -0.28
C -5.040 0.668 -1.940  0.71
O -6.019 0.934 -1.232  -0.64
O -3.857 1.243 -1.835  -0.18
C -3.671 2.071 -0.589  -0.27
H -6.312 -1.590 -3.788  0.24
H -7.188 -0.063 -3.210  0.29
H -6.607 -1.351 -2.032  0.23
H -2.893 1.558 -0.036  -0.23
H -4.604 2.242 -0.039  0.46
H -3.263 3.034 -0.880  0.25
C -2.053 -1.611 -0.798  0.26
O -1.698 -2.969 -1.068  -0.43
C -2.624 -3.898 -1.382  0.56
O -2.209 -5.030 -1.633  -0.65
O -3.866 -3.450 -1.317  -0.15
C -4.882 -4.455 -1.653  -0.82
H -1.100 -1.250 -0.406  -0.25
H -2.789 -1.558 0.025  0.26
H -2.364 -1.036 -1.673  0.31
H -4.874 -4.728 -2.708  0.31
H -5.818 -3.981 -1.365  0.24
H -4.758 -5.352 -1.043  0.35
C -1.303 -4.177 1.970  -0.96
O -2.545 -3.407 2.063  0.18
C -3.523 -4.179 2.533  0.43
O -3.382 -5.290 3.014  -0.61
O -4.692 -3.595 2.463  -0.23
C -5.753 -4.436 2.989  -0.77
H -1.476 -5.166 1.526  0.44
H -0.927 -4.247 2.986  0.46
H -0.638 -3.630 1.334  0.15
H -6.631 -3.825 2.931  0.24
H -5.584 -4.715 4.015  0.31
H -5.860 -5.322 2.367  0.30
C 4.555 -0.945 0.920  -0.40
O 4.224 -2.173 0.138  -0.14
C 5.218 -2.494 -0.618  0.72
O 6.331 -1.976 -0.567  -0.63
O 4.972 -3.562 -1.417  -0.31
C 6.155 -4.013 -2.146  -0.68
H 3.616 -0.504 1.231  -0.11
H 5.154 -0.256 0.334  0.27
H 5.123 -1.277 1.799  0.36
H 5.756 -4.798 -2.777  0.24
H 6.860 -4.389 -1.402  0.31
H 6.649 -3.207 -2.728  0.27
C -4.004 1.260 3.096  -0.55
O -2.614 1.717 3.202  -0.15
C -2.393 2.870 2.621  0.91
O -3.198 3.443 1.907  -0.63
O -1.140 3.290 2.855  -0.30
C -0.767 4.558 2.215  -0.54
H -4.678 1.948 3.617  0.35
H -4.046 0.325 3.640  0.17
H -4.295 1.180 2.050  0.11
H -1.362 5.353 2.664  0.35
H -1.072 4.516 1.159  0.20
H 0.296 4.596 2.395  0.11
C 0.598 2.458 -1.260  -0.47
O -0.302 1.918 -0.208  0.17
C 0.304 1.081 0.632  -0.32
O 1.542 0.825 0.600  -0.59
O -0.586 0.493 1.416  0.27
C 0.076 -0.486 2.343  -0.31
H 0.817 1.640 -1.969  0.31
H 1.510 2.842 -0.798  0.18
H 0.066 3.230 -1.848  0.32
H 0.354 -1.322 1.720  0.32
H -0.649 -0.728 3.113  -0.09
H 0.967 -0.058 2.825  0.23
C 4.535 2.440 -0.773  -1.26
C 4.439 2.066 -2.205  0.84
C 4.444 0.558 -2.459  0.25
C 4.250 0.217 -3.889  -0.09
N 4.098 -0.084 -4.986  -0.54
H 5.473 1.993 -0.391  0.53
H 3.713 2.098 -0.145  -0.09
H 4.625 3.529 -0.677  0.36
H 5.299 2.476 -2.729  0.62
H 3.540 2.545 -2.588  -0.82
H 3.567 0.136 -1.975  -0.09
H 5.278 0.028 -1.980  0.37
C -1.961 -1.062 7.962  -0.82
C -2.109 -0.960 6.468  0.29
N -2.132 -0.920 5.318  -0.29
H -1.131 -1.726 8.186  0.27
H -2.875 -1.427 8.442  0.28
H -1.740 -0.086 8.381  0.27
C 2.722 2.600 2.916  0.31
C 4.162 2.339 2.940  0.07
N 5.278 2.070 2.955  -0.51
H 2.346 2.733 3.941  0.49
H 2.214 1.790 2.407  -0.48
H 2.537 3.512 2.366  0.10
C -1.790 2.019 -5.103  -0.80
C -1.399 0.764 -4.427  0.50
N -1.109 -0.221 -3.919  -0.44
H -1.495 1.999 -6.145  0.37
H -1.311 2.841 -4.579  0.14
H -2.869 2.170 -5.043  0.30
C 3.495 -5.007 1.542  -0.82
C 2.629 -4.178 2.354  0.50
N 1.897 -3.554 2.957  -0.44
H 3.499 -6.065 1.805  0.39
H 4.496 -4.601 1.624  0.23
H 3.261 -4.867 0.476  0.21

(4)
The following is a DFT calculation (the ωB97M-V functional and the def2-TZVPD basis) of a cluster of 3 separate species, C34H26B3F3O8 in total at a distorted geometry.

The calculation puts the LUMO energy at -1.1 eV. Its net charge is 0. Its structure (SMILES) is O=C1c2ccccc2C(=O)c2ccccc21.O=C1c2ccccc2C(=O)c2ccccc21.C=CB1OBOB(CCOCC(F)(F)F)O1. The energy relative to the best compared isomer or geometry (same formula, charge and spin) comes out at 0.0 kcal/mol. The value obtained for the HOMO energy is -8.64 eV. For the largest force on an atom, the calculation gives 1.65 eV Å⁻¹. The frontier orbital gap comes out at 7.6 eV.

Last column: Mulliken charge in e.
Element x y z (Å)
O -1.243 -2.774 -2.354  -0.68
C -2.209 -3.464 -2.606  0.57
C -2.910 -3.355 -3.916  0.20
C -2.430 -2.461 -4.866  -0.63
C -3.047 -2.368 -6.102  -0.57
C -4.147 -3.167 -6.395  -0.44
C -4.638 -4.049 -5.447  -0.64
C -4.026 -4.143 -4.204  0.38
C -4.582 -5.085 -3.191  0.51
O -5.581 -5.732 -3.421  -0.66
C -3.869 -5.209 -1.888  0.21
C -4.346 -6.105 -0.940  -0.60
C -3.683 -6.254 0.266  -0.47
C -2.538 -5.510 0.530  -0.51
C -2.063 -4.608 -0.406  -0.53
C -2.728 -4.450 -1.616  0.18
H -1.572 -1.847 -4.630  0.61
H -2.670 -1.674 -6.841  0.42
H -4.622 -3.100 -7.364  0.39
H -5.496 -4.670 -5.663  0.48
H -5.235 -6.681 -1.156  0.48
H -4.055 -6.954 1.002  0.40
H -2.017 -5.634 1.470  0.40
H -1.177 -4.022 -0.209  0.50
O 2.383 2.536 2.824  -0.60
C 2.651 1.812 3.759  0.41
C 2.388 2.238 5.161  0.21
C 1.805 3.478 5.391  -0.55
C 1.522 3.878 6.686  -0.56
C 1.819 3.041 7.757  -0.47
C 2.413 1.810 7.534  -0.62
C 2.704 1.406 6.237  0.35
C 3.358 0.084 6.020  0.51
O 3.679 -0.617 6.955  -0.67
C 3.600 -0.352 4.614  0.39
C 4.175 -1.595 4.382  -0.63
C 4.382 -2.028 3.083  -0.46
C 4.014 -1.223 2.010  -0.64
C 3.451 0.021 2.236  -0.56
C 3.246 0.463 3.537  0.14
H 1.573 4.119 4.552  0.55
H 1.065 4.842 6.864  0.41
H 1.588 3.352 8.767  0.40
H 2.653 1.155 8.360  0.48
H 4.454 -2.215 5.222  0.48
H 4.827 -2.998 2.904  0.40
H 4.169 -1.568 0.996  0.44
H 3.165 0.657 1.409  0.58
C 1.911 5.865 -0.303  -0.73
C 1.273 4.855 0.345  -0.19
B -0.181 4.384 0.159  0.39
O -1.236 5.275 -0.015  -0.39
B -2.083 4.875 -1.036  0.67
O -2.356 3.536 -1.227  -0.66
B -1.340 2.655 -0.858  0.21
C -1.086 1.278 -1.568  -0.47
C 0.418 1.063 -1.699  -0.46
O 0.933 2.150 -2.475  -0.19
C 1.739 1.807 -3.559  -0.66
C 1.521 2.819 -4.678  0.83
F 2.613 2.916 -5.457  -0.28
F 1.226 4.040 -4.218  -0.22
F 0.497 2.453 -5.478  -0.27
O -0.520 3.024 0.194  -0.01
H 1.876 5.945 -1.389  0.23
H 2.507 6.589 0.250  0.26
H 1.871 4.246 1.030  0.41
H -2.538 5.693 -1.770  -0.14
H -1.496 0.492 -0.919  0.25
H -1.582 1.195 -2.537  0.19
H 0.651 0.085 -2.127  0.53
H 0.861 1.119 -0.700  0.14
H 2.807 1.839 -3.310  0.30
H 1.511 0.819 -3.967  0.30

(5)
The following is a DFT calculation (the ωB97M-V functional and the def2-TZVPD basis) of the molecule CH3N2PS at a distorted geometry.

The calculation puts the LUMO energy at -1.6 eV. Its net charge is 0. Its structure (SMILES) is N#CSPN. The energy relative to the best compared isomer or geometry (same formula, charge and spin) comes out at 57.5 kcal/mol. The value obtained for the HOMO energy is -9.80 eV. For the largest force on an atom, the calculation gives 6.60 eV Å⁻¹. The frontier orbital gap comes out at 8.2 eV.

Last column: Mulliken charge in e.
Element x y z (Å)
N -1.995 0.943 1.611  -0.34
C -1.144 0.197 1.636  0.15
S 0.579 -1.113 1.393  -0.01
P 1.284 0.268 0.012  0.18
N 0.177 0.210 -1.473  -0.63
H 2.082 -0.896 -0.450  0.09
H -0.556 0.960 -1.459  0.30
H -0.426 -0.569 -1.270  0.28

(6)
The following is a DFT calculation (the ωB97M-V functional and the def2-TZVPD basis) of a structure of composition C18H18N5O6RhS2 at a distorted geometry.

The calculation puts the LUMO energy at -1.4 eV. Its net charge is 0. The energy relative to the best compared isomer or geometry (same formula, charge and spin) comes out at 22.7 kcal/mol. The value obtained for the HOMO energy is -8.18 eV. For the largest force on an atom, the calculation gives 1.79 eV Å⁻¹. The frontier orbital gap comes out at 6.8 eV.

Last column: Mulliken charge in e.
Element x y z (Å)
Rh 0.305 -0.416 1.018  0.00
N 1.940 3.091 -0.780  0.11
C 1.808 1.865 -0.279  -0.50
N 0.709 1.423 0.239  0.65
C -0.423 2.240 0.324  0.35
N -1.554 1.811 0.791  -1.67
N -1.469 0.488 1.139  1.41
C -2.447 -0.209 1.545  -0.65
C -2.140 -1.637 1.781  1.05
C -3.101 -2.558 2.131  -0.93
C -2.737 -3.896 2.252  -0.22
C -1.423 -4.258 2.050  -1.11
C -0.496 -3.274 1.719  -0.04
N -0.851 -2.007 1.583  0.29
C -0.315 3.602 -0.185  0.53
C -1.389 4.497 -0.158  -0.25
C -1.249 5.756 -0.693  -0.81
C -0.026 6.155 -1.240  -0.38
C 1.045 5.291 -1.267  -0.95
C 0.894 4.009 -0.743  0.19
H 2.828 3.374 -1.160  0.29
H 2.669 1.207 -0.293  0.44
H -3.439 0.211 1.670  0.39
H -4.121 -2.232 2.281  0.47
H -3.479 -4.643 2.503  0.42
H -1.103 -5.286 2.141  0.43
H 0.546 -3.499 1.550  0.64
H -2.321 4.168 0.278  0.50
H -2.086 6.441 -0.685  0.42
H 0.081 7.148 -1.657  0.40
H 1.997 5.598 -1.683  0.40
C 0.260 -3.865 -2.589  -1.68
C 0.804 -2.624 -1.908  1.88
C 1.897 -1.930 -2.713  -1.62
O 1.233 -2.993 -0.605  -0.49
C -0.337 -1.563 -1.821  -0.15
O -1.170 -1.524 -2.708  -0.66
O -0.328 -0.684 -0.853  -0.37
H 1.080 -4.540 -2.845  0.40
H -0.283 -3.592 -3.488  0.33
H -0.415 -4.387 -1.910  0.39
H 2.776 -2.573 -2.802  0.43
H 2.195 -0.999 -2.222  0.23
H 1.530 -1.698 -3.711  0.39
H 1.974 -2.442 -0.326  0.12
O 2.098 1.689 2.591  -0.57
S 2.012 0.319 3.056  1.05
O 0.566 -0.145 3.134  -0.39
O 2.884 -0.028 4.135  -0.62
S 2.577 -0.882 1.413  -0.52